Formula: C62H80N3O3PRbSSeTe
Source: the OMol25 dataset
Level of theory: ωB97M-V/def2-TZVPD

Geometry (Å):
Rb: -0.0716 -0.4509 -0.4421
C: 0.6325 5.6543 4.2421
C: 1.3550 4.3475 3.8829
C: 1.3422 3.4280 5.1133
C: 2.8121 4.6844 3.5677
C: 0.6599 3.6724 2.6963
C: 1.3233 3.3804 1.4989
C: 0.6508 2.7966 0.4535
Se: 1.4315 2.3842 -1.2690
C: 3.2735 2.3174 -0.7607
C: 3.9791 3.4977 -0.6583
C: 5.3056 3.5385 -0.2277
C: 5.8730 2.3087 0.0891
C: 5.2272 1.0802 -0.0175
C: 3.8622 1.0242 -0.4794
O: 3.2095 -0.0535 -0.6293
C: 6.0361 -0.1560 0.4242
C: 7.3908 -0.1962 -0.3074
C: 6.2917 -0.0693 1.9388
C: 5.3666 -1.5084 0.1612
C: 6.0423 4.8714 -0.1261
C: 6.1002 5.5425 -1.5064
C: 5.3089 5.8055 0.8474
C: 7.4769 4.7049 0.3766
C: -0.7364 2.4512 0.5016
O: -1.2713 1.8931 -0.5243
C: -1.4178 2.7420 1.7243
C: -0.6965 3.3472 2.7593
C: -2.9162 2.4712 1.9625
C: -3.6643 1.8243 0.7927
C: -3.6229 3.8011 2.2732
C: -3.0862 1.5337 3.1636
H: 1.1331 6.1514 5.0807
H: -0.4052 5.4707 4.5267
H: 0.6275 6.3353 3.3882
H: 1.8318 3.9144 5.9649
H: 1.8653 2.4936 4.9036
H: 0.3185 3.1824 5.4108
H: 3.2657 5.1926 4.4246
H: 2.8925 5.3436 2.7012
H: 3.3967 3.7866 3.3542
H: 2.3782 3.5939 1.3790
H: 3.4545 4.4148 -0.9132
H: 6.8940 2.3005 0.4525
H: 8.0208 0.6623 -0.0698
H: 7.2391 -0.2117 -1.3892
H: 7.9408 -1.1006 -0.0239
H: 6.8003 0.8592 2.2082
H: 6.9128 -0.9106 2.2695
H: 5.3439 -0.1040 2.4806
H: 5.2039 -1.6745 -0.9042
H: 4.4008 -1.5936 0.6532
H: 6.0390 -2.2913 0.5380
H: 5.0971 5.7104 -1.9012
H: 6.6331 4.9052 -2.2158
H: 6.6127 6.5100 -1.4515
H: 4.2829 5.9868 0.5221
H: 5.8194 6.7726 0.9219
H: 5.2624 5.3570 1.8420
H: 8.0668 4.0723 -0.2908
H: 7.5037 4.2594 1.3737
H: 7.9609 5.6850 0.4303
H: -1.2339 3.5864 3.6743
H: -3.6071 2.4258 -0.1093
H: -4.7169 1.7195 1.0869
H: -3.2722 0.8388 0.5447
H: -3.5137 4.4924 1.4342
H: -3.2161 4.2888 3.1621
H: -4.6923 3.6301 2.4391
H: -2.6031 0.5735 2.9623
H: -4.1503 1.3498 3.3521
H: -2.6583 1.9748 4.0680
C: 1.5881 -5.4499 -2.1397
P: 1.2640 -3.7711 -1.4524
C: 2.8522 -2.9638 -1.8432
C: 1.4040 -4.1598 0.3336
C: 2.6078 -4.2577 1.0291
C: 2.6216 -4.6246 2.3661
C: 1.4290 -4.8964 3.0273
C: 0.2195 -4.7584 2.3591
C: 0.2134 -4.3866 1.0219
H: 2.5266 -5.8681 -1.7660
H: 1.6373 -5.3845 -3.2285
H: 0.7678 -6.1188 -1.8761
H: 3.7221 -3.5819 -1.6025
H: 2.9580 -1.9913 -1.3482
H: 2.8585 -2.7776 -2.9206
H: 3.5425 -4.0211 0.5358
H: 3.5630 -4.6783 2.8993
H: 1.4427 -5.1926 4.0711
H: -0.7209 -4.9171 2.8733
H: -0.7335 -4.2540 0.5110
C: -5.8041 -3.2370 -8.7463
C: -5.0893 -2.9545 -7.4511
C: -5.1226 -3.8562 -6.3987
C: -4.4686 -3.5997 -5.1936
C: -4.5754 -4.6345 -4.1010
C: -3.7563 -2.4045 -5.0169
Te: -2.7813 -2.0478 -3.0637
N: -2.4126 -1.7373 -0.8017
C: -2.5530 -2.1611 0.4257
O: -1.9059 -1.6975 1.4033
C: -3.5559 -3.2629 0.7069
C: -4.2112 -3.2403 1.9353
C: -5.1415 -4.2184 2.2531
C: -5.4082 -5.2469 1.3568
C: -4.7392 -5.2866 0.1413
C: -3.8225 -4.2944 -0.1847
C: -3.9085 -0.2692 -2.8452
C: -3.1941 0.9187 -2.7496
C: -3.8502 2.1355 -2.6294
C: -5.2345 2.1599 -2.6077
C: -5.9462 0.9685 -2.6588
C: -5.3030 -0.2630 -2.7594
C: -6.1082 -1.5314 -2.7346
C: -3.6914 -1.5005 -6.0915
C: -2.9174 -0.2121 -6.0294
C: -4.3636 -1.7856 -7.2793
H: -6.3321 -4.1909 -8.7040
H: -5.1058 -3.2796 -9.5858
H: -6.5381 -2.4609 -8.9759
H: -5.6783 -4.7834 -6.5116
H: -5.2201 -5.4578 -4.4152
H: -4.9840 -4.2062 -3.1825
H: -3.6012 -5.0538 -3.8374
H: -3.9661 -2.4431 2.6259
H: -5.6590 -4.1795 3.2047
H: -6.1311 -6.0147 1.6066
H: -4.9299 -6.0906 -0.5602
H: -3.3123 -4.3147 -1.1392
H: -2.1118 0.9111 -2.7381
H: -3.2643 3.0385 -2.5168
H: -5.7637 3.1010 -2.5122
H: -7.0297 0.9866 -2.5961
H: -7.1576 -1.3124 -2.5297
H: -5.7405 -2.2071 -1.9575
H: -6.0491 -2.0696 -3.6846
H: -2.0597 -0.2806 -5.3613
H: -3.5382 0.6043 -5.6545
H: -2.5565 0.0643 -7.0225
H: -4.3066 -1.0713 -8.0974
S: 2.1926 -0.5014 2.2129
C: 1.1596 -0.6586 3.5021
N: 0.1942 0.1988 3.8630
C: -0.5590 -0.2660 5.0100
C: -0.1775 -1.7510 5.0377
N: 1.1180 -1.7284 4.3700
H: 0.0126 1.0421 3.3314
H: -1.6254 -0.1236 4.8680
H: -0.2516 0.2505 5.9280
H: -0.9037 -2.3499 4.4771
H: -0.0991 -2.1359 6.0550
H: 1.4795 -2.5755 3.9579

Values from the calculation:
lowest unoccupied orbital energy: 3.5 eV
energy above the lowest of the compared OMol25 structures with the same formula, charge and spin: 16.18 kcal per mole
frontier orbital gap: 5.11 eV
highest occupied orbital energy: -1.637 eV
2S+1: 2
maximum force: 1.0 eV/Å
expectation value of S²: 0.76
charge: -2

Here are the Löwdin charges for atoms 1 to 99, given in e:
1 Rb 0.67
2 C -0.06
3 C -0.55
4 C -0.06
5 C -0.07
6 C -0.20
7 C -0.06
8 C -0.41
9 Se 1.07
10 C -0.44
11 C -0.12
12 C -0.20
13 C -0.02
14 C -0.09
15 C -0.43
16 O -0.22
17 C -0.53
18 C -0.07
19 C -0.05
20 C -0.08
21 C -0.56
22 C -0.06
23 C -0.06
24 C -0.08
25 C -0.49
26 O -0.32
27 C -0.10
28 C -0.05
29 C -0.52
30 C -0.05
31 C -0.06
32 C -0.06
33 H 0.07
34 H 0.07
35 H 0.09
36 H 0.07
37 H 0.08
38 H 0.07
39 H 0.08
40 H 0.07
41 H 0.09
42 H 0.09
43 H 0.10
44 H 0.08
45 H 0.06
46 H 0.08
47 H 0.07
48 H 0.07
49 H 0.07
50 H 0.07
51 H 0.08
52 H 0.04
53 H 0.08
54 H 0.07
55 H 0.08
56 H 0.07
57 H 0.08
58 H 0.07
59 H 0.08
60 H 0.08
61 H 0.08
62 H 0.07
63 H 0.10
64 H 0.06
65 H 0.08
66 H 0.08
67 H 0.09
68 H 0.07
69 H 0.07
70 H 0.07
71 H 0.08
72 H 0.07
73 C -0.30
74 P 0.91
75 C -0.30
76 C -0.38
77 C -0.09
78 C -0.10
79 C -0.13
80 C -0.08
81 C -0.09
82 H 0.03
83 H 0.03
84 H 0.03
85 H 0.03
86 H 0.01
87 H 0.04
88 H 0.09
89 H 0.10
90 H 0.10
91 H 0.10
92 H 0.09
93 C -0.07
94 C -0.29
95 C -0.04
96 C -0.33
97 C -0.11
98 C -0.37
99 Te 1.49

Formula: C62H98N6O3PPbSi
Source: the OMol25 dataset
Level of theory: ωB97M-V/def2-TZVPD

Geometry (Å):
Pb: -0.0634 -0.6313 -0.1249
C: -2.4470 7.0892 -2.9150
C: -2.2013 6.5863 -1.4841
C: -3.4023 6.9540 -0.5988
C: -0.9682 7.2969 -0.9268
C: -2.0323 5.0719 -1.4876
C: -0.9089 4.4468 -1.0732
C: -0.8015 3.0154 -1.0604
N: 0.2328 2.3359 -0.6082
C: 1.2973 2.7894 0.0676
C: 1.3774 4.0195 0.7755
C: 2.5260 4.4292 1.3811
C: 3.6791 3.6081 1.2281
C: 3.6777 2.3723 0.6429
C: 2.4197 1.8487 0.1189
O: 2.2967 0.6797 -0.3255
C: 4.9830 1.5800 0.4939
C: 6.1671 2.2965 1.1447
C: 4.8950 0.1822 1.1293
C: 5.2714 1.4367 -1.0124
C: 2.5500 5.7285 2.1894
C: 3.9118 5.9924 2.8358
C: 1.4971 5.6515 3.3067
C: 2.2237 6.9138 1.2680
C: -1.8750 2.1886 -1.6688
O: -1.7182 0.9598 -1.8219
C: -3.0946 2.9143 -2.0842
C: -3.1223 4.2644 -1.9575
C: -4.2811 2.1849 -2.7098
C: -5.4537 3.1235 -2.9967
C: -3.8351 1.5799 -4.0547
C: -4.7942 1.0951 -1.7558
H: -2.6068 8.1714 -2.9160
H: -3.3247 6.6154 -3.3594
H: -1.5854 6.8642 -3.5480
H: -3.5136 8.0410 -0.5472
H: -3.2590 6.5721 0.4148
H: -4.3343 6.5378 -0.9870
H: -1.1403 8.3759 -0.9070
H: -0.0850 7.1056 -1.5413
H: -0.7612 6.9702 0.0952
H: -0.0323 5.0154 -0.8039
H: 0.4656 4.5912 0.8966
H: 4.6105 3.9768 1.6371
H: 5.9897 2.4804 2.2079
H: 6.3884 3.2473 0.6504
H: 7.0535 1.6629 1.0583
H: 4.8032 0.2633 2.2173
H: 5.8029 -0.3856 0.8991
H: 4.0371 -0.3558 0.7455
H: 5.3471 2.4224 -1.4798
H: 4.4675 0.8809 -1.4966
H: 6.2135 0.9021 -1.1714
H: 4.2136 5.1668 3.4856
H: 3.8545 6.8972 3.4452
H: 4.6877 6.1461 2.0812
H: 1.6879 4.7901 3.9512
H: 0.4903 5.5471 2.8976
H: 1.5204 6.5581 3.9201
H: 2.9662 6.9915 0.4697
H: 2.2218 7.8518 1.8335
H: 1.2424 6.7937 0.8052
H: -4.0187 4.7850 -2.2714
H: -5.1932 3.8903 -3.7327
H: -5.8098 3.6111 -2.0847
H: -6.2776 2.5347 -3.4056
H: -3.5465 2.3761 -4.7477
H: -4.6540 1.0066 -4.4987
H: -2.9829 0.9195 -3.9179
H: -5.1320 1.5344 -0.8117
H: -4.0141 0.3855 -1.5248
H: -5.6327 0.5565 -2.2075
C: -0.2203 1.4953 2.8663
Si: -1.9757 0.8017 2.7943
C: -3.0297 2.3824 2.6469
C: -2.2115 0.0791 4.5445
N: -2.2312 -0.3342 1.5520
C: -3.4838 -0.8500 1.3599
C: -4.5767 -0.5292 2.2128
C: -5.8729 -0.9746 2.0319
C: -6.1761 -1.7981 0.9642
C: -5.1390 -2.1880 0.1241
C: -3.8340 -1.7652 0.3188
O: -2.7874 -2.1981 -0.5223
C: -3.1272 -2.8888 -1.6768
C: -3.5977 -4.1941 -1.6140
C: -4.0171 -4.8347 -2.7702
C: -3.9531 -4.1864 -3.9956
C: -3.4243 -2.9054 -4.0588
C: -3.0075 -2.2591 -2.9039
H: -0.2408 2.5834 2.9800
H: 0.3443 1.2749 1.9593
H: 0.3295 1.0825 3.7163
H: -2.8953 3.0442 3.5089
H: -4.0980 2.1737 2.5387
H: -2.7143 2.9300 1.7489
H: -1.8543 0.7751 5.3122
H: -1.6224 -0.8441 4.6257
H: -3.2493 -0.1749 4.7791
H: -4.3762 0.1224 3.0525
H: -6.6451 -0.6685 2.7299
H: -7.1887 -2.1309 0.7722
H: -5.3816 -2.8164 -0.7172
H: -3.6510 -4.6977 -0.6565
H: -4.3955 -5.8483 -2.7099
H: -4.2936 -4.6844 -4.8958
H: -3.3334 -2.4016 -5.0140
H: -2.6054 -1.2579 -2.9246
C: 2.0151 -6.3519 -2.6168
C: 1.0178 -5.2494 -2.2507
C: -0.0221 -5.7926 -1.2544
C: 0.2584 -4.8560 -3.5249
P: 1.7086 -3.6106 -1.5231
N: 0.6313 -2.7388 -0.8670
C: 2.6441 -2.7370 -2.9555
C: 3.5024 -3.5891 -3.8890
C: 3.5403 -1.6776 -2.2915
C: 1.6018 -1.9549 -3.7738
C: 3.0638 -4.1973 -0.2738
C: 3.3572 -2.9884 0.6219
C: 4.3669 -4.7718 -0.8260
C: 2.3965 -5.2313 0.6449
H: 1.4700 -7.1548 -3.1279
H: 2.4973 -6.7920 -1.7432
H: 2.7919 -5.9946 -3.2946
H: -0.7863 -6.3654 -1.7880
H: -0.5098 -4.9555 -0.7476
H: 0.4174 -6.4502 -0.5047
H: -0.4175 -5.6649 -3.8175
H: 0.9333 -4.6756 -4.3636
H: -0.3397 -3.9629 -3.3486
H: 4.2564 -4.1649 -3.3496
H: 4.0306 -2.9207 -4.5794
H: 2.9093 -4.2776 -4.4925
H: 4.3876 -2.1224 -1.7691
H: 2.9665 -1.0679 -1.5915
H: 3.9449 -1.0131 -3.0631
H: 1.0828 -2.5736 -4.5051
H: 2.0991 -1.1414 -4.3146
H: 0.8588 -1.5092 -3.1095
H: 4.0776 -2.2971 0.1849
H: 3.7634 -3.3216 1.5858
H: 2.4218 -2.4548 0.7948
H: 4.9550 -4.0179 -1.3506
H: 4.2008 -5.6101 -1.5046
H: 4.9764 -5.1368 0.0100
H: 1.4104 -4.8708 0.9554
H: 3.0106 -5.3687 1.5427
H: 2.2871 -6.2079 0.1766
C: -1.3858 -4.7341 3.8660
C: -1.5958 -4.4311 2.3966
N: -0.9300 -3.1953 2.0612
C: 0.1561 -2.6589 2.6727
N: 0.7271 -1.5975 2.1726
C: 1.9128 -1.0552 2.8262
C: 1.9444 -1.3499 4.3155
C: 1.7845 -2.8459 4.4914
N: 0.5603 -3.2763 3.8450
C: 0.0997 -4.6177 4.1530
H: -1.7456 -5.7339 4.1104
H: -1.9269 -4.0026 4.4709
H: -2.6572 -4.3216 2.1690
H: -1.2075 -5.2624 1.7922
H: -1.2216 -2.7342 1.2190
H: 1.9397 0.0197 2.6537
H: 2.8116 -1.4711 2.3632
H: 1.1159 -0.8394 4.8147
H: 2.8833 -1.0104 4.7584
H: 1.7142 -3.1134 5.5479
H: 2.6582 -3.3660 4.0723
H: 0.3051 -4.8068 5.2078
H: 0.6497 -5.3713 3.5689

Values from the calculation:
lowest unoccupied orbital energy (spin up / spin down): 1.3 / 1.2 eV
energy above the lowest of the compared OMol25 structures with the same formula, charge and spin: 0.00 kcal per mole
frontier orbital gap (spin up / spin down): 5.20 / 5.17 eV
highest occupied orbital energy (spin up / spin down): -3.932 / -3.932 eV
maximum force: 1.0 eV/Å
charge: -1

Here are the Löwdin charges for atoms 1 to 99, given in e:
1 Pb 1.45
2 C -0.05
3 C -0.56
4 C -0.05
5 C -0.07
6 C -0.17
7 C 0.03
8 C -0.17
9 N 0.14
10 C -0.21
11 C 0.00
12 C -0.17
13 C 0.03
14 C -0.08
15 C -0.31
16 O -0.16
17 C -0.53
18 C -0.08
19 C -0.05
20 C -0.04
21 C -0.55
22 C -0.07
23 C -0.05
24 C -0.04
25 C -0.26
26 O -0.10
27 C -0.07
28 C 0.03
29 C -0.53
30 C -0.08
31 C -0.04
32 C -0.03
33 H 0.08
34 H 0.08
35 H 0.09
36 H 0.08
37 H 0.09
38 H 0.08
39 H 0.09
40 H 0.09
41 H 0.07
42 H 0.09
43 H 0.10
44 H 0.08
45 H 0.08
46 H 0.08
47 H 0.08
48 H 0.09
49 H 0.09
50 H 0.04
51 H 0.09
52 H 0.06
53 H 0.08
54 H 0.09
55 H 0.08
56 H 0.08
57 H 0.09
58 H 0.08
59 H 0.08
60 H 0.09
61 H 0.08
62 H 0.05
63 H 0.09
64 H 0.08
65 H 0.09
66 H 0.08
67 H 0.09
68 H 0.08
69 H 0.07
70 H 0.10
71 H 0.06
72 H 0.09
73 C -0.16
74 Si 0.36
75 C -0.17
76 C -0.17
77 N -0.13
78 C -0.32
79 C -0.08
80 C -0.12
81 C -0.13
82 C -0.05
83 C -0.19
84 O -0.07
85 C -0.28
86 C -0.04
87 C -0.09
88 C -0.11
89 C -0.08
90 C 0.01
91 H 0.03
92 H -0.03
93 H 0.02
94 H 0.02
95 H 0.01
96 H 0.02
97 H 0.02
98 H 0.01
99 H 0.01